Molecular formula: C11H21NSi
Method: DFT, ωB97M-V/def2-TZVPD

Computed properties:
LUMO energy = 0.026 Ha
HOMO-LUMO gap = 0.331 Ha
E_tot = -775.91489 Eh
energy above the lowest of the compared OMol25 structures with the same formula, charge and spin = 67.3 kcal per mole
SMILES = CCC(C)(C)[Si](C)(C)n1cccc1

Structure (XYZ):
```
34
Properties=species:S:1:pos:R:3:mulliken_charge:R:1
C -0.41422 3.64429 -0.75658 -1.48
C -0.68746 2.22527 -0.19849 -0.89
C 0.42752 1.16785 -0.56548 1.49
C 1.77392 1.78716 -0.22836 -1.87
C 0.42732 0.99039 -2.06669 -1.63
Si 0.17823 -0.64141 0.82152 0.28
C 2.05227 -1.24710 0.82246 -1.36
C -0.36378 -0.03425 2.59893 -1.11
N -0.64649 -2.19366 0.43474 0.46
C -1.94162 -2.16565 0.17821 -0.59
C -2.41239 -3.27323 -0.38673 -0.53
C -1.27542 -4.10426 -0.55546 -0.42
C -0.22933 -3.38508 -0.02866 -0.48
H 0.26508 4.20819 -0.28050 0.47
H -0.28097 3.64878 -1.80835 0.35
H -1.35003 4.23324 -0.63159 0.39
H -0.81176 2.17050 0.87686 0.25
H -1.63353 1.97064 -0.48925 0.62
H 2.18141 1.92760 0.86159 0.17
H 2.56117 1.19560 -0.71571 0.42
H 1.86529 2.76963 -0.54148 0.59
H -0.64289 0.57330 -2.34408 0.30
H 0.64035 1.86264 -2.64768 0.40
H 1.04141 0.07852 -2.29188 0.41
H 2.21548 -2.10686 1.38824 0.48
H 2.28121 -1.36647 -0.23749 0.33
H 2.72988 -0.47188 1.17174 0.37
H 0.17822 -0.76220 3.28186 0.37
H -0.12550 1.08168 2.84131 0.29
H -1.47873 -0.11269 2.83225 0.33
H -2.50827 -1.31190 0.30522 0.46
H -3.36110 -3.41032 -0.83638 0.43
H -1.42019 -5.16364 -0.93064 0.32
H 0.76490 -3.78470 0.12655 0.35
```

Molecular formula: C4H8N4O
Method: DFT, ωB97M-V/def2-TZVPD

Computed properties:
LUMO energy = -0.032 Ha
HOMO-LUMO gap = 0.321 Ha
E_tot = -451.27723 Eh
energy above the lowest of the compared OMol25 structures with the same formula, charge and spin = 151.2 kcal per mole

Structure (XYZ):
```
17
Properties=species:S:1:pos:R:3:mulliken_charge:R:1
C 0.48712 0.18053 -1.11698 0.45
C 0.16482 -0.10083 1.45098 -0.56
C -1.23465 -0.46208 1.90049 -0.30
C 0.71094 2.44130 -2.04570 0.27
H 2.27296 -0.92296 -2.34532 0.35
H 0.89363 0.32013 -2.87535 0.34
H 0.20337 -1.55124 0.16342 0.34
H 0.12605 1.06957 1.33328 0.31
H 1.04171 -0.60001 2.15767 0.25
H -1.87917 0.19880 1.14970 0.21
H -1.48942 -0.47414 3.01085 0.35
H -2.42608 -2.05063 1.79836 0.33
N 0.81895 -0.58324 -2.27359 -0.67
N 0.56593 -0.63111 0.15847 -0.20
N 0.29172 1.50701 -1.11176 -0.40
N 0.86883 3.48034 -2.64841 -0.49
O -1.41673 -1.82145 1.29390 -0.59
```

Molecular formula: C3H10NO2
Method: DFT, ωB97M-V/def2-TZVPD

Computed properties:
LUMO energy = 0.144 Ha
HOMO-LUMO gap = 0.232 Ha
net charge = -1
E_tot = -325.51432 Eh
energy above the lowest of the compared OMol25 structures with the same formula, charge and spin = 25.3 kcal per mole

Structure (XYZ):
```
16
Properties=species:S:1:pos:R:3:mulliken_charge:R:1
C 1.39312 -0.62182 -0.45902 -0.97
N 0.41312 0.45221 -0.20403 -0.45
C -0.83875 0.02170 0.39670 -0.66
C -0.67993 -0.32425 1.88922 -0.48
O -0.29638 0.76399 2.64873 -0.91
H 2.21602 -0.09458 -0.95026 0.32
H 1.62182 -1.17616 0.45168 0.35
H 0.93759 -1.37340 -1.10995 0.28
H 0.84398 1.08225 0.47537 0.30
H -1.50671 0.88276 0.32379 0.28
H -1.22587 -0.87864 -0.09472 0.34
H -1.62670 -0.69280 2.32277 0.32
H 0.09395 -1.11950 1.91223 0.10
H -0.26192 0.73866 -1.79227 0.61
H -0.53227 1.61858 -3.07275 0.28
O -0.55108 0.72099 -2.73750 -0.72
```

Molecular formula: C4H8NO
Method: DFT, ωB97M-V/def2-TZVPD

Computed properties:
LUMO energy (alpha / beta) = -0.158 / -0.217 Ha
HOMO-LUMO gap (alpha / beta) = 0.329 / 0.214 Ha
net charge = +1
E_tot = -286.78012 Eh
energy above the lowest of the compared OMol25 structures with the same formula, charge and spin = 101.9 kcal per mole

Structure (XYZ):
```
14
Properties=species:S:1:pos:R:3:mulliken_charge:R:1
C 1.89649 -0.73172 0.26100 -0.13
C 0.84480 1.36499 -0.03917 -0.39
C -0.44004 -0.54204 -0.59942 -0.37
C -1.38463 -0.13614 0.40571 -0.14
N 0.85467 0.01868 -0.11195 0.03
O -2.64225 -0.11866 0.01991 -0.41
H 1.80717 -1.87676 0.22359 0.24
H 2.88996 -0.22607 0.61489 0.25
H 0.09570 2.00050 -0.49590 0.26
H 1.63624 1.99296 0.11482 0.32
H -0.56209 -1.63273 -0.78051 0.31
H -0.68535 -0.03564 -1.60196 0.28
H -0.89382 -0.10992 1.41010 0.39
H -3.41684 0.03255 0.57890 0.39
```

Molecular formula: C18H29N3O2
Method: DFT, ωB97M-V/def2-TZVPD

Computed properties:
LUMO energy = 0.017 Ha
HOMO-LUMO gap = 0.337 Ha
E_tot = -1017.32871 Eh
energy above the lowest of the compared OMol25 structures with the same formula, charge and spin = 467.0 kcal per mole

Structure (XYZ):
```
52
Properties=species:S:1:pos:R:3:mulliken_charge:R:1
C -4.63724 0.61614 -1.76948 -1.25
C -4.19271 -0.44582 -0.92767 -0.58
H -4.77609 -0.53227 0.00938 0.31
H -4.24054 -1.43238 -1.40840 0.44
C -2.53322 -0.17059 -0.86057 -0.83
N -2.14209 1.09114 -0.12295 0.49
C -1.31582 1.95237 -0.77188 0.46
O -1.05770 1.44586 -2.14041 -0.77
C -0.97334 3.11359 -0.42507 -0.68
H -0.69078 3.80142 -1.20964 0.40
C 0.15666 2.83036 0.72689 -1.47
C 1.25691 1.98861 0.04040 0.67
N 2.33509 2.59373 -0.53946 -0.88
N 2.86560 1.21698 -0.74166 -0.10
C 2.10046 0.31349 -0.64220 0.04
O 1.04980 0.82848 0.20446 0.14
C 2.23402 -0.95794 -0.74801 0.77
C 2.35732 -1.83151 0.63693 -0.52
C 3.48580 -1.68003 1.25192 -0.35
C 4.82682 -1.98866 0.53997 -0.68
C 4.79898 -1.20474 -0.98358 -1.81
C 3.54957 -1.52997 -1.46285 -1.15
H 3.39386 -0.93378 -2.46002 0.34
H 3.45657 -2.52304 -1.74568 0.49
H 4.78744 -0.32463 -0.89189 0.88
H 5.50898 -1.47259 -1.53515 0.66
H 5.76504 -1.56782 0.90228 0.42
H 4.70346 -3.18609 0.20806 0.24
H 3.75378 -0.48372 1.63209 0.06
H 3.62664 -2.08537 2.29399 0.40
H 1.41716 -1.73343 1.17166 0.19
H 2.27491 -2.97034 0.23341 0.37
H 1.28097 -1.46730 -1.26539 0.03
H -0.16291 2.73508 1.56836 1.02
H 0.64619 4.05996 0.83297 0.32
H -1.93693 3.52172 0.19643 0.29
C -2.68735 1.21183 1.03360 -0.68
H -2.40655 2.29719 1.77464 0.37
C -2.00031 0.18958 2.17408 -0.70
C -2.28939 -1.30904 1.82809 -1.13
C -2.00966 -1.26004 0.39557 0.06
H -2.12959 -2.42319 0.15486 0.35
H -0.75992 -1.29918 0.21771 -0.34
H -3.37378 -1.20029 1.80978 0.26
H -1.79296 -2.01146 2.28606 0.63
H -2.48383 0.51316 3.14353 0.41
H -0.97770 0.47716 2.13512 0.32
H -3.83690 1.31305 1.25064 0.13
H -2.08920 -0.48005 -1.72814 0.86
H -3.91478 0.51941 -2.71974 0.25
H -5.67617 0.34952 -2.11587 0.41
H -4.54459 1.52544 -1.43714 0.40
```

Computed max |F|, in the same sequence as the records: 0.0956, 0.1306, 0.0424, 0.0582, 0.3657 Eh/bohr.